Below is a 6-piece molecular cluster, C30H40Cl7N4O4 overall at a distorted geometry, with properties calculated with ωB97M-V with the def2-TZVPD basis set.

```
85
Properties=species:S:1:pos:R:3
Cl -0.199 -1.700 -3.379
Cl -1.484 -3.448 1.002
Cl -2.567 -6.056 5.818
Cl -3.683 -3.555 -5.034
Cl 1.219 -6.608 3.969
Cl -4.226 -8.368 3.952
Cl 3.538 -6.329 1.374
O -1.191 -4.833 1.190
O -1.273 -3.113 -0.378
O -0.556 -2.574 1.763
O -2.815 -3.147 1.445
N -2.242 1.103 1.859
N -1.111 6.147 -2.899
N 3.101 4.625 0.319
N 2.059 -2.177 -1.040
C -0.815 6.339 -1.595
C -3.145 1.239 0.855
C -2.956 2.181 -0.120
C -1.679 4.183 -1.048
C -2.481 0.169 2.969
C 2.504 0.494 -0.527
C -1.208 -2.644 -4.499
C 3.531 3.679 1.201
C -0.895 2.779 0.847
C 3.304 6.050 0.625
C -3.568 -6.791 3.428
C 2.563 4.233 -0.837
C -2.248 -6.533 4.099
C -1.107 1.817 1.806
C 1.840 -0.326 0.391
C -1.593 4.954 -3.320
C -2.576 -2.899 -3.839
C 2.647 -1.433 -1.991
C 2.909 -0.103 -1.720
C 3.356 2.342 0.939
C -1.014 5.353 -0.658
C 2.740 1.925 -0.254
C -1.867 3.056 -0.101
C 3.160 -5.153 2.704
C 1.915 -3.628 -1.286
C 1.701 -5.184 2.999
C -0.846 7.203 -3.899
C 2.368 2.903 -1.170
C -1.891 3.966 -2.408
C 1.668 -1.675 0.132
H -2.913 -1.931 -3.467
H 3.795 1.638 1.634
H 1.246 -2.319 0.898
H 0.893 -3.793 -1.636
H -2.665 -0.834 2.574
H -2.475 -3.535 -2.961
H -0.401 6.758 -4.784
H -0.728 -3.570 -4.795
H 2.377 4.970 -1.608
H 2.642 -3.967 -2.016
H -3.971 0.540 0.876
H 0.077 3.257 0.849
H -0.137 7.908 -3.471
H 1.072 -5.199 2.113
H -1.633 -5.735 3.695
H -3.433 -6.864 2.348
H -1.541 0.098 3.511
H -3.277 0.606 3.567
H -0.395 1.620 2.594
H 1.506 0.042 1.352
H 3.465 0.458 -2.461
H 3.539 -4.174 2.415
H 3.634 6.586 -0.266
H 2.890 -1.805 -2.974
H 2.039 -4.212 -0.375
H 2.366 6.525 0.907
H -1.756 4.932 -4.389
H 1.983 2.671 -2.153
H -1.474 -1.996 -5.331
H 3.734 -5.551 3.537
H -0.407 7.316 -1.378
H 4.100 6.149 1.354
H -1.619 -7.408 4.222
H -3.667 2.427 -0.902
H -4.320 -6.028 3.602
H -0.759 5.490 0.383
H 3.844 4.108 2.143
H -2.178 2.998 -2.796
H -1.783 7.703 -4.135
H 1.438 -4.339 3.638
```

Values from the calculation:
**Electronic energy**: -133532.514 eV
**Charge**: +3
**Gap between HOMO and LUMO**: 3.35 eV
**HOMO energy**: -13.70 eV

Atomic partial charges in e from the Löwdin method, atoms 1 to 2: Cl 0.60; Cl 0.65

---

Below is an isolated molecule of C2H5N3S at a distorted geometry, with properties calculated with ωB97M-V with the def2-TZVPD basis set.

```
11
Properties=species:S:1:pos:R:3
S -2.648 -0.599 1.419
N 1.757 0.211 -1.101
N -0.384 0.485 -0.323
N -0.204 -0.639 0.498
C 0.650 0.893 -1.100
C -1.103 -1.088 1.361
H 0.708 -0.994 0.323
H -1.074 1.102 0.100
H 0.472 1.844 -1.629
H -0.719 -1.896 1.984
H 2.544 0.681 -1.532
```

Values from the calculation:
**Electronic energy**: -17459.249 eV
**Structure (SMILES)**: [H]/N=C/NNC=S
**Gap between HOMO and LUMO**: 9.34 eV
**HOMO energy**: -8.59 eV

Atomic partial charges in e from the Löwdin method, atoms 1 to 2: S 0.59; N 0.05

---

Below is an isolated molecule of C6H9N, with properties calculated with ωB97M-V with the def2-TZVPD basis set.

```
16
Properties=species:S:1:pos:R:3
N -1.315 0.011 -0.101
C -0.849 -0.950 -0.839
C 0.898 -0.281 0.417
C -0.165 0.758 0.492
C 0.601 -1.008 -0.770
C 1.323 -1.491 -1.825
C -0.476 1.475 1.791
H -2.279 0.311 -0.062
H 0.857 -2.002 -2.659
H 1.914 -0.059 0.726
H -1.022 0.849 2.502
H -1.044 2.390 1.593
H 2.386 -1.283 -1.877
H 0.470 1.764 2.259
H -1.502 -1.528 -1.489
H -0.021 1.528 -0.305
```

Values from the calculation:
**Electronic energy**: -7854.669 eV
**Gap between HOMO and LUMO (spin up / spin down)**: 6.09 / 6.38 eV
**HOMO energy (spin up / spin down)**: -5.90 / -6.05 eV

Atomic partial charges in e from the Löwdin method, atoms 1 to 2: N 0.09; C -0.01

---

Below is a 2-piece molecular cluster, C4H7NO2 overall, with properties calculated with ωB97M-V with the def2-TZVPD basis set.

```
14
Properties=species:S:1:pos:R:3
O 1.428 -0.763 -1.168
O -0.004 0.873 1.004
N -1.605 -0.601 1.509
C 2.242 0.010 -0.225
C -1.349 0.151 -0.788
C 0.944 0.412 -0.746
C -1.005 0.189 0.581
H 0.764 1.284 -1.355
H -2.115 -0.564 -1.095
H -1.438 1.089 -1.335
H 2.379 -0.402 0.772
H -2.374 -1.206 1.266
H 3.140 0.410 -0.692
H -1.008 -0.882 2.271
```

Values from the calculation:
**Electronic energy**: -9841.545 eV
**Gap between HOMO and LUMO (spin up / spin down)**: 7.79 / 7.79 eV
**HOMO energy (spin up / spin down)**: -7.59 / -7.59 eV

Atomic partial charges in e from the Löwdin method, atoms 1 to 2: O 0.04; O -0.04